C5H9NO | ωB97M-V with the def2-TZVPD basis set

```
16
Properties=species:S:1:pos:R:3:nbo_charge:R:1
H 1.027 1.279 -1.441 0.22
C -1.593 -0.009 0.206 -0.62
H -2.517 -0.328 -0.283 0.24
H -0.227 0.003 2.116 0.46
H -1.279 0.939 -0.239 0.24
H -0.942 -2.065 0.343 0.28
H 2.467 1.886 -0.567 0.23
C -0.521 -1.096 0.028 -0.50
C -0.205 -1.250 -1.399 0.30
C 1.543 1.317 -0.477 -0.85
O 0.622 -0.478 2.005 -0.63
N -0.014 -1.340 -2.536 -0.31
H 0.899 1.790 0.273 0.20
H -1.847 0.162 1.261 0.19
C 0.768 -1.111 0.875 0.35
H 1.818 0.303 -0.166 0.22
```

Calculated values
Net charge: 0

=====

C51H50BiCl3I2N8O2S | ωB97M-V with the def2-TZVPD basis set

```
118
Properties=species:S:1:pos:R:3:mulliken_charge:R:1
H 4.231 4.577 -0.156 0.41
C 1.688 -3.171 -3.575 -0.95
H 2.710 1.285 -2.740 0.36
H 0.494 0.867 -3.108 0.13
C -4.957 -2.722 -1.959 0.97
C 3.305 -0.925 -0.784 -0.05
C -1.493 4.553 4.632 -0.48
H 2.200 7.847 -3.907 0.29
C 4.215 3.256 2.824 -1.07
H -1.315 1.980 -2.101 -0.20
C 0.770 4.402 -1.824 1.20
C 2.151 -4.442 -3.188 -0.30
H 2.587 0.031 -3.985 0.44
C -0.062 1.787 4.543 -0.81
C 0.254 2.314 3.246 0.69
I 6.641 -3.318 -3.700 -0.01
C 5.030 -2.659 -1.182 -0.18
C 3.484 4.222 1.884 -0.45
O 2.577 -0.257 0.032 -0.18
C 0.221 -1.101 -3.033 -1.65
C 1.689 -5.019 -1.985 -0.82
C -1.086 3.761 5.724 -0.86
H -1.001 -1.441 -0.405 0.25
C 3.215 5.052 -2.188 -0.90
H -2.679 4.050 1.331 0.79
N -1.741 0.123 0.873 0.36
C -1.425 4.287 3.302 -0.77
H -1.661 3.554 -2.823 0.64
C -3.106 -5.712 3.851 -0.58
C -1.834 3.948 0.623 -1.60
C -3.662 -4.683 -2.265 -0.55
C -4.048 -3.970 0.172 -0.19
C -0.588 2.493 5.647 -0.09
C 0.868 -2.457 -2.660 0.96
H 4.091 6.388 -3.521 0.35
N 0.471 -2.997 -1.478 0.06
C -0.687 3.232 2.601 0.38
H -3.134 -5.568 -1.938 0.50
H -2.844 -4.888 -4.283 0.30
C 0.155 5.580 -2.351 -0.78
C -4.232 -3.784 -1.344 -0.47
H -4.870 -3.490 0.723 0.61
C -3.355 -1.154 1.898 -0.81
C 0.681 6.640 -3.083 -0.71
H 4.263 4.755 -1.960 0.34
I 3.853 -2.690 1.559 -0.04
H -1.522 -6.089 5.324 0.46
C 3.128 6.103 -3.121 -0.60
C 3.723 3.801 0.423 -0.98
H 4.333 2.903 0.298 0.43
C 3.832 1.755 2.650 0.37
H -4.173 -1.499 2.494 0.52
H 4.452 -0.993 -4.021 0.52
H 0.063 -1.116 -4.133 0.45
C -3.551 -4.301 -3.632 -0.44
H -1.830 5.009 2.597 0.35
H 3.874 5.240 2.006 0.44
H 5.287 3.397 2.657 0.33
H -0.802 -1.125 -2.597 0.47
Cl -6.032 -1.745 -1.010 -0.24
C -4.610 -5.759 1.699 -0.91
C -2.029 -6.350 4.432 -0.45
C -2.747 -3.347 0.728 -0.23
C 2.467 1.436 3.261 -1.38
H -0.907 5.600 -2.215 0.37
Cl -4.008 -2.801 -5.864 -0.22
N 2.434 3.661 -0.293 -0.05
H -1.310 4.203 6.658 0.41
C 3.371 -0.660 -2.187 0.43
H 4.078 3.586 3.918 0.37
N 0.952 0.108 -2.640 0.53
C -5.022 -2.511 -3.333 -0.59
H -5.374 -6.519 1.520 0.47
N -0.697 3.223 1.304 0.65
C -2.361 3.326 -0.782 -0.78
H -1.987 5.481 4.947 0.31
C 0.932 -4.222 -1.138 -0.50
H 0.037 7.451 -3.416 0.33
C -4.204 -3.235 -4.193 0.12
H -3.651 -4.859 4.270 0.35
C 4.172 -2.009 -0.329 -0.45
H -3.084 4.064 -1.167 0.37
C -2.830 -7.454 2.353 0.51
C 2.233 4.361 -1.387 0.83
H 1.948 -6.055 -1.675 0.35
C -2.747 0.083 1.841 -0.98
H -5.077 -4.851 2.199 0.27
C 5.147 -2.298 -2.504 -0.94
H 2.840 -4.971 -3.855 0.43
H 5.737 -3.367 -0.737 0.35
H 2.344 0.356 3.380 0.27
H 2.409 4.160 2.167 -0.08
O -4.110 -5.375 0.419 -0.11
H -1.948 -3.590 0.013 -0.45
H 0.733 -4.461 -0.083 0.60
C -3.537 -6.286 2.626 0.18
H 2.376 1.820 4.261 0.69
Cl -3.149 -8.500 1.051 -0.20
N 1.281 1.943 2.506 0.42
H -2.939 2.417 -0.511 0.39
C 4.366 -1.246 -2.987 -0.08
H 0.097 0.659 4.768 0.28
H -2.556 -3.794 1.733 0.28
H 2.060 -2.707 -4.465 0.47
H -5.678 -1.723 -3.697 0.43
C -1.321 3.055 -1.892 -0.70
C 2.392 0.251 -2.909 -1.45
N 0.095 3.309 -1.519 -0.07
Bi 1.000 1.929 0.170 1.45
H -2.951 0.963 2.441 0.50
S -1.590 -7.764 3.525 -0.15
H 3.871 1.380 1.601 -0.44
H 4.599 1.167 3.228 0.39
H -0.523 1.944 6.635 0.25
C 2.024 6.877 -3.426 -0.45
C -1.707 -1.077 0.350 -0.22
H -1.479 4.993 0.436 0.50
N -2.705 -1.886 0.887 0.71
```

Calculated values
Net charge: 0

=====

C44H82F12O22 | ωB97M-V with the def2-TZVPD basis set

```
160
Properties=species:S:1:pos:R:3:mulliken_charge:R:1
H -3.652 -26.576 -23.028 0.33
H -6.035 -21.646 -22.650 -1.12
O -6.213 -25.830 -17.312 -0.36
H -6.933 -23.601 -24.590 0.11
H 4.633 -17.185 -20.690 0.38
H -9.209 -22.411 -23.189 0.33
H -7.326 -22.407 -17.739 0.26
F -0.440 -24.040 -19.006 -0.23
H -1.072 -21.209 -15.460 0.34
C -6.390 -27.211 -23.404 -0.60
H -0.537 -20.299 -19.615 0.35
C -3.840 -19.760 -21.386 0.23
O -0.323 -28.518 -26.339 -0.33
H -2.970 -17.247 -14.119 0.46
O 0.288 -18.497 -18.801 -0.49
H -6.479 -17.889 -17.059 0.49
H -8.391 -19.638 -19.744 0.15
H -0.576 -20.170 -17.881 0.18
F -4.155 -14.608 -21.527 -0.26
H -0.697 -16.961 -19.779 0.28
H 2.329 -12.499 -21.613 0.25
H -8.466 -18.438 -22.068 0.26
H -3.909 -23.415 -25.344 -0.09
C -3.874 -17.832 -13.950 -0.53
H -1.659 -19.158 -19.047 0.14
O -2.207 -25.906 -27.020 -0.42
H -3.841 -17.781 -16.033 0.32
C -4.649 -14.632 -22.741 1.20
O -3.325 -20.577 -22.134 -0.39
H -4.330 -16.823 -10.860 0.27
F -4.122 -18.016 -22.878 -0.21
C -3.834 -17.061 -11.801 -0.75
O -1.296 -25.046 -15.715 -0.55
H -5.914 -27.603 -24.303 0.30
C -4.716 -21.442 -19.863 1.11
H -6.471 -26.165 -20.336 0.18
C -1.126 -24.307 -16.689 0.41
C 3.910 -15.096 -20.370 -0.58
H -0.692 -25.196 -25.861 0.15
H -9.864 -18.833 -20.047 0.37
H -7.916 -22.362 -16.138 0.35
H -3.458 -18.820 -13.753 0.28
C 0.843 -29.335 -26.456 -0.71
C -4.085 -25.470 -21.185 -0.82
H -4.888 -10.557 -21.617 0.30
H 0.293 -26.931 -27.609 0.41
C -7.007 -20.073 -16.767 -0.53
H 4.946 -14.839 -20.588 0.46
H 1.315 -29.467 -25.482 0.25
F -9.954 -14.239 -22.671 -0.22
C -0.735 -24.958 -18.075 0.88
C -8.692 -22.284 -24.140 -0.54
C -7.196 -20.556 -24.214 0.53
H -1.530 -26.621 -25.215 0.10
C -4.616 -17.716 -15.269 -0.60
H 3.178 -12.464 -20.073 0.32
H -6.445 -23.296 -16.492 0.12
C -6.040 -18.859 -16.824 -0.34
F -4.578 -17.501 -20.789 -0.16
C -3.350 -25.197 -26.456 -0.51
C -3.010 -23.955 -25.641 -0.01
H -4.505 -25.449 -18.268 -0.21
H 0.843 -26.759 -25.969 0.36
H -3.667 -26.304 -20.621 0.32
H -3.373 -9.989 -22.133 0.31
O -4.316 -12.301 -23.443 -0.28
O -8.713 -16.674 -21.175 -0.34
H -3.922 -24.846 -27.315 0.35
C -5.225 -13.212 -22.999 0.06
H -7.174 -27.864 -23.022 0.29
C -3.792 -18.221 -21.585 0.63
O -4.495 -20.076 -20.269 0.29
H -2.680 -22.313 -19.966 0.17
H -5.521 -21.923 -24.362 0.01
H -5.210 -27.070 -18.671 0.44
O -10.345 -17.252 -22.737 -0.58
O -1.069 -22.895 -16.641 -0.25
O -2.260 -24.142 -24.469 -0.17
C -1.834 -22.985 -23.840 -0.66
H -7.148 -17.781 -21.118 -0.12
H -9.146 -22.739 -25.020 0.29
H -0.769 -23.112 -23.644 0.30
H 4.100 -12.452 -21.490 0.28
F -3.725 -14.964 -23.583 -0.26
O -5.502 -18.833 -15.492 -0.27
C -1.549 -22.189 -15.455 -0.55
H 1.235 -16.150 -21.213 0.34
F -2.553 -17.776 -21.361 -0.16
H -5.508 -21.367 -19.118 -0.62
H 3.656 -14.964 -19.318 0.38
F 0.285 -25.760 -17.952 -0.27
F -5.572 -15.620 -22.725 -0.17
C 0.175 -17.596 -19.935 -0.29
C -8.804 -18.640 -19.886 -1.04
C -5.411 -26.014 -18.487 0.08
C -4.489 -26.060 -22.558 0.10
H -3.143 -17.861 -11.537 0.29
H -5.263 -19.026 -17.570 0.06
C 1.384 -16.596 -20.229 -0.53
H -2.492 -23.235 -26.275 0.53
H -3.248 -24.789 -21.341 0.31
H 3.626 -16.526 -21.935 0.32
O -5.075 -24.688 -20.433 -0.02
F -1.726 -25.776 -18.496 -0.27
H 1.541 -28.862 -27.147 0.32
C -4.692 -10.930 -23.713 -0.19
O -4.652 -17.353 -12.861 -0.32
C -4.394 -10.126 -22.488 -1.07
H -3.237 -16.207 -12.120 0.31
O 2.657 -17.272 -20.244 -0.34
C -8.221 -17.975 -21.112 0.43
C -0.002 -27.091 -26.572 -0.75
C -10.454 -15.009 -21.785 0.84
O -6.212 -21.231 -16.532 -0.07
H -2.189 -22.894 -22.813 -0.15
H 1.423 -15.767 -19.522 0.26
H -3.490 -22.816 -15.766 0.16
H -4.784 -9.139 -22.736 0.34
C -5.799 -26.667 -16.243 -0.83
H -4.888 -25.218 -23.124 -0.01
C -7.275 -22.920 -23.811 -0.05
O -6.801 -19.464 -24.366 -0.58
H -8.639 -18.058 -18.979 0.33
H -5.182 -16.789 -15.362 0.34
C -1.137 -26.156 -26.120 0.21
O 3.065 -14.284 -21.180 -0.26
H -7.239 -23.542 -22.916 -0.01
H -6.227 -26.319 -15.303 0.28
F -11.770 -15.117 -21.899 -0.23
H -3.186 -21.594 -18.434 -0.18
H -2.147 -22.026 -24.252 0.49
O -6.393 -12.999 -22.701 -0.55
O -8.423 -20.911 -24.378 -0.39
H -0.014 -18.200 -20.823 0.28
O -5.545 -27.016 -22.358 -0.43
C -6.057 -25.399 -19.680 -0.60
H -7.493 -20.256 -17.726 0.25
H -4.717 -26.581 -16.137 0.32
C -3.536 -22.132 -19.315 0.19
H -3.356 -21.107 -16.154 -0.04
H -7.696 -19.950 -15.932 0.47
H -5.737 -10.805 -23.997 0.31
H -6.076 -27.703 -16.437 0.31
H -6.912 -26.270 -23.581 0.15
H -6.829 -24.700 -19.362 0.37
C 3.192 -12.891 -21.076 -0.79
C -2.999 -21.886 -15.480 -0.52
H -3.771 -23.105 -18.885 -0.24
H 0.606 -30.308 -26.886 0.25
C 3.735 -16.590 -20.853 -0.58
C -9.801 -16.401 -21.949 0.38
H -4.121 -10.517 -24.545 0.29
C -6.359 -21.758 -23.684 1.35
F -10.154 -14.532 -20.532 -0.26
H -1.301 -22.728 -14.541 0.42
H -3.376 -21.524 -14.523 0.48
C -6.985 -22.373 -16.704 -0.82
H -4.071 -25.785 -25.889 0.17
C -0.692 -19.594 -18.799 -0.37
H -5.122 -22.012 -20.698 -0.59
```

Calculated values
SMILES: CCOC(=O)C(F)(F)F.CCOC(=O)C(F)(F)F.CCOC(=O)C(F)(F)F.CCOC(=O)C(F)(F)F.COCCOCCOC.COCCOCCOC.COCCOCCOC.COCCOCCOC.O=C1CCCO1
Net charge: 0

=====

| no. | LUMO (eV) | frontier orbital gap (eV) |
| --- | --- | --- |
| 1 | 0.37 | 9.6 |
| 2 | -0.19 | 6.5 |
| 3 | 0.38 | 9.9 |